# 1
Below is a molecular structure, C28H40F7N4P3Tb in a non-equilibrium geometry, with properties calculated with the ωB97M-V functional and the def2-TZVPD basis.

Output
* 2S+1: 8
* orbital gap (alpha / beta): 8.08 / 7.34 eV
* expectation value of S²: 16.45
* total charge: +2
* energy above the lowest of the compared OMol25 structures with the same formula, charge and spin: 0.0 kcal per mole

```
83
C28H40F7N4P3Tb the ωB97M-V functional and the def2-TZVPD basis
Tb -0.17 0.07 -0.85
C -0.59 -3.31 -1.94
C 0.88 -2.97 -2.19
N 1.41 -2.02 -1.20
C 1.71 -2.62 0.11
C 0.46 -2.80 0.94
C 0.31 -3.89 1.78
C -0.86 -4.02 2.50
C -1.85 -3.07 2.35
C -1.62 -1.99 1.51
C -2.64 -0.89 1.36
N -2.65 -0.30 0.01
C -3.46 -1.08 -0.95
C -2.76 -2.36 -1.37
N -1.40 -2.09 -1.87
N -0.48 -1.85 0.83
H -0.93 -3.98 -2.73
H -0.69 -3.85 -1.00
H 1.46 -3.90 -2.20
H 0.98 -2.51 -3.17
H 2.30 -1.69 -1.57
H 2.22 -3.58 0.01
H 2.37 -1.93 0.65
H 1.09 -4.64 1.85
H -1.02 -4.87 3.16
H -2.80 -3.15 2.87
H -3.63 -1.28 1.63
H -2.40 -0.10 2.07
H -3.11 0.60 0.10
H -4.43 -1.35 -0.51
H -3.65 -0.46 -1.82
H -2.68 -3.03 -0.51
H -3.36 -2.88 -2.12
H -1.50 -1.74 -2.82
C 2.01 1.72 2.82
P 0.54 0.77 2.26
C 0.56 -0.54 3.55
C -0.81 1.88 2.84
C -1.17 1.95 4.18
C -2.16 2.83 4.60
C -2.79 3.66 3.69
C -2.43 3.61 2.35
C -1.44 2.72 1.91
P -0.92 2.67 0.16
C 0.32 4.01 0.08
C -2.30 3.46 -0.75
H 1.88 2.01 3.86
H 2.14 2.62 2.22
H 2.90 1.10 2.73
H 0.91 -0.15 4.50
H 1.25 -1.33 3.24
H -0.43 -0.98 3.68
H -0.70 1.31 4.91
H -2.43 2.87 5.65
H -3.55 4.35 4.02
H -2.93 4.27 1.65
H -0.08 4.91 0.56
H 0.55 4.23 -0.96
H 1.24 3.74 0.59
H -2.40 4.50 -0.46
H -3.25 2.95 -0.59
H -2.08 3.43 -1.82
F -1.64 0.81 -2.31
P -0.61 1.17 -3.66
F 0.17 2.12 -2.55
F -1.56 2.33 -4.07
F -1.36 0.04 -4.44
F 0.48 1.43 -4.74
F 0.38 -0.08 -2.97
F 5.88 -0.95 -4.48
C 5.05 -0.48 -3.56
C 5.14 -0.97 -2.26
C 4.28 -0.47 -1.31
C 3.32 0.53 -1.63
C 2.44 1.03 -0.63
C 3.29 1.01 -2.96
C 4.14 0.51 -3.92
H 5.89 -1.71 -2.03
H 4.35 -0.82 -0.29
H 2.70 0.79 0.40
H 2.00 2.01 -0.81
H 2.60 1.80 -3.22
H 4.12 0.88 -4.94
```



# 2
Below is 5 unconnected molecules or ions with the total composition C28H40N6O6P, with properties calculated with the ωB97M-V functional and the def2-TZVPD basis.

Output
* orbital gap: 5.11 eV
* total charge: +1

```
81
C28H40N6O6P the ωB97M-V functional and the def2-TZVPD basis
C -2.32 -1.53 -2.22
C -2.31 -2.19 -0.85
C -0.98 -2.86 -0.51
C 0.22 -1.89 -0.54
C 1.04 -1.98 0.73
N 1.95 -0.81 0.88
C 3.19 -0.93 0.38
C 4.09 0.09 0.51
C 3.72 1.26 1.18
C 4.79 2.29 1.47
O 5.07 2.56 2.60
O 5.33 2.88 0.38
C 2.40 1.41 1.63
P 1.75 2.98 2.33
N 0.35 3.26 1.76
O 2.82 4.15 2.13
O 1.85 2.70 3.88
C 1.52 0.32 1.49
C 0.11 0.28 2.03
O 0.22 -0.45 3.24
O -0.83 0.09 4.07
H -2.26 -2.29 -3.01
H -3.21 -0.93 -2.35
H -1.46 -0.87 -2.34
H -2.58 -1.48 -0.07
H -3.08 -2.97 -0.85
H -0.80 -3.68 -1.21
H -1.04 -3.31 0.49
H 0.86 -2.12 -1.39
H -0.12 -0.86 -0.70
H 0.44 -2.07 1.63
H 1.69 -2.86 0.70
H 3.45 -1.86 -0.10
H 5.10 -0.04 0.14
H 5.81 2.22 -0.16
H 0.25 4.19 1.37
H 2.85 4.44 1.21
H 2.47 3.30 4.34
H -0.27 1.28 2.22
H -0.56 -0.21 1.32
H -0.96 -0.63 4.71
N -0.06 2.22 -1.14
C 0.33 1.37 -2.14
C -0.36 1.69 -3.27
C -1.21 2.79 -2.95
C -1.00 3.09 -1.63
H 0.28 2.23 -0.19
H 1.08 0.62 -1.97
H -0.28 1.21 -4.23
H -1.90 3.29 -3.61
H -1.44 3.84 -1.00
N 7.42 2.92 -2.20
C 8.30 1.92 -1.86
C 8.66 1.28 -3.01
C 7.98 1.92 -4.08
C 7.22 2.93 -3.55
H 7.01 3.57 -1.55
H 8.61 1.77 -0.84
H 9.34 0.45 -3.08
H 8.04 1.67 -5.13
H 6.57 3.64 -4.02
N -4.13 -3.13 3.52
C -5.30 -3.13 4.23
C -5.21 -2.14 5.18
C -3.94 -1.53 5.03
C -3.30 -2.16 4.00
H -3.92 -3.76 2.77
H -6.09 -3.82 4.01
H -5.97 -1.89 5.90
H -3.55 -0.71 5.62
H -2.33 -2.00 3.56
N -6.60 -2.17 -1.49
C -6.55 -3.12 -2.49
C -7.33 -2.67 -3.52
C -7.87 -1.41 -3.14
C -7.40 -1.13 -1.88
H -6.12 -2.24 -0.61
H -5.97 -4.02 -2.38
H -7.50 -3.19 -4.45
H -8.52 -0.79 -3.71
H -7.56 -0.29 -1.24
```



# 3
Below is a molecular structure, C28H40NOPRuSb2Se4 in a non-equilibrium geometry, with properties calculated with the ωB97M-V functional and the def2-TZVPD basis.

Output
* 2S+1: 5
* orbital gap (alpha / beta): 5.21 / 5.21 eV
* expectation value of S²: 6.04
* energy above the lowest of the compared OMol25 structures with the same formula, charge and spin: 1.4 kcal per mole

```
78
C28H40NOPRuSb2Se4 the ωB97M-V functional and the def2-TZVPD basis
Ru 9.23 11.36 12.24
C 8.98 14.13 16.35
C 9.74 13.27 15.31
O 8.82 12.25 14.82
C 8.92 11.09 15.65
C 7.78 10.08 15.41
H 9.45 15.10 16.48
H 8.98 13.68 17.35
H 7.96 14.43 16.04
H 10.61 12.76 15.77
H 10.15 13.90 14.47
H 8.98 11.48 16.69
H 9.93 10.62 15.43
H 7.16 10.35 14.56
H 7.14 10.11 16.32
H 8.11 9.06 15.35
C 5.27 9.24 10.28
C 6.56 8.92 9.65
Sb 8.30 9.29 10.85
C 9.26 8.72 8.87
C 8.48 7.79 7.99
C 7.85 7.38 11.94
C 9.17 6.71 12.08
H 4.71 9.83 9.57
H 5.41 9.90 11.16
H 4.80 8.31 10.59
H 6.68 9.44 8.69
H 6.58 7.86 9.48
H 10.26 8.41 9.09
H 9.26 9.69 8.32
H 8.17 6.85 8.52
H 9.06 7.46 7.10
H 7.56 8.20 7.54
H 7.16 6.73 11.32
H 7.40 7.68 12.87
H 9.67 6.38 11.16
H 9.09 5.73 12.65
H 9.88 7.29 12.69
Se 12.15 9.80 16.70
Sb 13.38 11.09 14.75
Se 11.54 10.57 12.90
Se 15.43 9.84 13.69
Se 14.05 13.61 14.79
N 8.38 12.88 12.31
P 8.65 13.88 11.11
C 8.14 13.33 9.53
C 8.66 13.89 8.34
C 8.08 13.60 7.10
C 6.95 12.77 7.06
C 6.43 12.23 8.24
C 6.97 12.54 9.48
C 10.34 14.44 11.04
C 11.37 13.68 10.44
C 12.64 14.21 10.22
C 12.92 15.53 10.62
C 12.01 16.26 11.30
C 10.72 15.72 11.49
C 7.73 15.43 11.28
C 7.82 16.46 10.32
C 7.10 17.63 10.51
C 6.35 17.89 11.66
C 6.22 16.83 12.56
C 6.93 15.62 12.39
H 9.39 14.69 8.36
H 8.49 13.97 6.18
H 6.49 12.53 6.09
H 5.48 11.69 8.25
H 6.58 12.15 10.41
H 11.14 12.67 10.05
H 13.41 13.67 9.66
H 13.93 15.90 10.45
H 12.22 17.28 11.60
H 10.07 16.40 12.06
H 8.43 16.40 9.40
H 7.14 18.40 9.75
H 5.75 18.75 11.75
H 5.50 16.84 13.39
H 6.84 14.81 13.13
```



# 4
Below is a molecular structure, C28H41N3P2PbS, with properties calculated with the ωB97M-V functional and the def2-TZVPD basis.

Output
* orbital gap: 5.48 eV
* total charge: +4

```
76
C28H41N3P2PbS the ωB97M-V functional and the def2-TZVPD basis
Pb -0.04 0.17 -0.38
N 2.19 0.75 -1.52
N 2.36 2.11 -1.82
C 1.34 2.98 -1.83
N 1.58 4.19 -2.28
S -0.25 2.62 -1.26
H 2.99 0.45 -0.97
H 2.19 0.21 -2.39
H 3.27 2.39 -2.16
H 2.48 4.49 -2.63
H 0.84 4.89 -2.27
C -2.26 -0.98 -3.19
P -0.59 -1.33 -2.66
C -0.40 -2.99 -2.12
C -1.39 -3.93 -2.42
C -1.16 -5.26 -2.12
C 0.02 -5.65 -1.51
C 0.99 -4.71 -1.17
C 0.79 -3.38 -1.47
C 0.55 -0.86 -3.91
C 1.63 -1.69 -4.25
C 2.39 -1.39 -5.37
C 2.10 -0.25 -6.12
C 1.06 0.60 -5.76
C 0.29 0.31 -4.65
H -2.42 -1.56 -4.10
H -2.39 0.07 -3.41
H -2.98 -1.29 -2.42
H -2.32 -3.64 -2.89
H -1.91 -6.00 -2.38
H 0.18 -6.70 -1.27
H 1.91 -5.03 -0.69
H 1.55 -2.65 -1.21
H 1.85 -2.59 -3.69
H 3.19 -2.05 -5.67
H 2.69 -0.04 -7.01
H 0.84 1.48 -6.36
H -0.53 0.97 -4.39
C -1.96 -0.32 4.33
C -1.53 -0.70 2.90
C -0.78 -2.04 2.86
C -2.73 -0.72 1.96
P -0.40 0.69 2.39
C -1.22 2.23 2.48
C -2.22 2.55 1.54
C -2.94 3.72 1.66
C -2.67 4.58 2.72
C -1.70 4.27 3.66
C -0.95 3.12 3.54
C 1.36 0.69 2.96
C 1.42 0.52 4.50
C 1.99 2.02 2.50
C 2.13 -0.47 2.32
H -2.64 -1.11 4.67
H -2.51 0.62 4.36
H -1.13 -0.28 5.04
H -1.50 -2.82 3.11
H 0.01 -2.10 3.60
H -0.38 -2.27 1.87
H -3.40 -1.52 2.28
H -2.44 -0.94 0.92
H -3.30 0.20 1.98
H -2.44 1.88 0.71
H -3.72 3.96 0.95
H -3.23 5.51 2.81
H -1.52 4.93 4.51
H -0.21 2.89 4.29
H 0.84 1.27 5.05
H 2.46 0.63 4.80
H 1.09 -0.47 4.82
H 1.50 2.90 2.90
H 2.00 2.10 1.41
H 3.03 2.03 2.85
H 1.79 -1.45 2.65
H 3.18 -0.38 2.60
H 2.09 -0.45 1.22
```



Molecular weight across the listed records, respectively: 817.489 587.638 1098.038 720.872 g/mol.